[1]
Computed, not measured: 12 unconnected molecules or ions with the total composition C6H32O13, with ωB97M-V/def2-TZVPD.

Last columns: bonded neighbours and bond lengths (Å).
Geometry (Å):
1 O 3.7390 -1.5341 -0.8382  C2 1.180
2 C 3.0605 -0.8954 -0.1136  O1 1.180, O3 1.416, C4 1.523
3 O 3.0854 -1.4237 1.2003  C2 1.416, H9 0.897
4 C 1.9723 0.1553 -0.2886  C2 1.523, C5 1.540, H10 1.145, H11 1.139
5 C 0.6111 -0.3578 0.2180  C4 1.540, C6 1.486, H12 1.177, H13 1.065
6 C -0.2772 0.5815 -0.5146  C5 1.486, C7 1.358, H14 1.110
7 C -1.5144 0.2373 -0.9561  C6 1.358, C8 1.524, H15 1.185
8 C -2.3188 1.1314 -1.8917  C7 1.524, H16 1.127, H17 1.120, H18 1.141
9 H 3.6157 -2.1439 1.1294  O3 0.897
10 H 1.8230 0.2936 -1.4150  C4 1.145
11 H 2.2848 1.2172 -0.0207  C4 1.139
12 H 0.7250 -0.3856 1.3890  C5 1.177
13 H 0.6168 -1.3494 -0.1692  C5 1.065
14 H 0.1254 1.5315 -0.9242  C6 1.110
15 H -2.0589 -0.7952 -0.7535  C7 1.185
16 H -1.6040 1.6844 -2.5658  C8 1.127
17 H -2.9396 1.7051 -1.1567  C8 1.120
18 H -3.0537 0.5365 -2.5299  C8 1.141
19 H 1.3617 -2.4064 -3.6698  O21 0.970
20 H 2.3731 -1.6496 -2.6419  O21 0.925
21 O 1.5114 -1.7641 -2.9590  H19 0.970, H20 0.925
22 H -1.6802 3.3380 2.8630  O24 0.980
23 H -2.4236 2.7323 1.7696  O24 0.930
24 O -2.2134 3.5839 2.0783  H22 0.980, H23 0.930
25 H -0.0682 -2.3542 -1.7350  O27 0.967
26 H -1.1066 -2.9180 -2.7524  O27 1.010
27 O -0.7808 -3.0050 -1.8009  H25 0.967, H26 1.010
28 H -1.3312 4.0608 0.5070  O30 0.929
29 H -0.4570 2.8283 -0.1725  O30 0.964
30 O -0.8809 3.6926 -0.2173  H28 0.929, H29 0.964
31 H 0.2950 -3.4652 1.8458  O33 1.036
32 H 0.8336 -2.7287 3.0937  O33 1.032
33 O -0.0602 -3.1186 2.7557  H31 1.036, H32 1.032
34 H -1.4619 -1.8921 2.7123  O36 1.041
35 H -1.8060 -1.2406 1.1772  O36 0.913
36 O -1.8002 -1.1347 2.0841  H34 1.041, H35 0.913
37 H 1.6210 1.5805 3.5515  O39 0.874
38 H 0.0292 2.0105 3.2204  O39 1.072
39 O 1.0905 2.1377 3.1360  H37 0.874, H38 1.072
40 H 0.9344 4.2180 -0.0631  O42 0.974
41 H 1.4349 3.1594 0.9389  O42 0.875
42 O 1.6797 3.7092 0.3033  H40 0.974, H41 0.875
43 H 2.0338 -4.2191 -0.5356  O45 0.941
44 H 0.4967 -4.1966 -0.8810  O45 1.021
45 O 1.2030 -4.5358 -0.2260  H43 0.941, H44 1.021
46 H -1.4366 0.5685 -4.8754  O48 0.982
47 H -0.2589 0.0364 -3.8688  O48 0.917
48 O -0.8601 -0.1499 -4.5350  H46 0.982, H47 0.917
49 H -1.5888 0.3945 2.8042  O51 0.943
50 H -2.8156 1.2602 3.2130  O51 1.064
51 O -1.7598 1.2793 3.0806  H49 0.943, H50 1.064

Summary:
HOMO energy: -9.880 eV
SMILES: C/C=C/CCC(=O)O.O.O.O.O.O.O.O.O.O.O.O
Relative energy (zero: lowest compared OMol25 entry of this formula, charge and spin): 77.7 kcal per mole
Lowest unoccupied orbital energy: 0.040 eV
F_max: 9.01 eV/Å
Gap between HOMO and LUMO: 9.919 eV

---

[2]
Computed, not measured: 11 unconnected molecules or ions with the total composition C6H34N12O11, with ωB97M-V/def2-TZVPD.

Last columns: bonded neighbours and bond lengths (Å).
Geometry (Å):
1 O -1.6199 2.6046 -2.8897  H2 0.981, H3 0.991
2 H -2.3117 2.0114 -3.2521  O1 0.981
3 H -1.7510 2.4930 -1.9134  O1 0.991
4 O -4.8382 1.9951 -0.0751  H5 0.982, H6 0.944
5 H -3.8605 1.9380 -0.0003  O4 0.982
6 H -5.0352 1.4320 -0.8062  O4 0.944
7 O -1.3383 4.2766 1.4726  H8 0.953, H9 0.953
8 H -1.5313 3.5858 0.8445  O7 0.953
9 H -2.1585 4.5341 1.8849  O7 0.953
10 O -5.6235 0.7952 2.5528  H11 0.952, H12 0.957
11 H -5.5907 1.1762 1.6811  O10 0.952
12 H -4.7162 0.7387 2.8525  O10 0.957
13 O 0.5664 4.0418 -2.0625  H14 0.962, H15 0.955
14 H 0.4914 4.4443 -2.9335  O13 0.962
15 H -0.1683 4.4672 -1.6246  O13 0.955
16 C 4.3981 1.7714 -0.0027  O17 1.223, N18 1.386, N19 1.337
17 O 3.9080 1.3338 -1.0337  C16 1.223
18 N 5.5818 1.2121 0.4511  C16 1.386, H20 0.999, H21 0.992
19 N 3.8429 2.8262 0.6031  C16 1.337, H22 1.001, H23 1.005
20 H 5.6539 0.2765 0.1085  N18 0.999
21 H 5.9246 1.2562 1.3813  N18 0.992
22 H 4.1581 3.2427 1.4571  N19 1.001
23 H 2.9792 3.1739 0.2248  N19 1.005
24 C -3.1292 -0.9424 -2.3946  O25 1.216, N26 1.380, N27 1.360
25 O -3.8434 -0.4271 -1.5559  C24 1.216
26 N -3.4343 -0.6577 -3.7100  C24 1.380, H28 1.013, H29 1.003
27 N -2.1644 -1.8563 -2.1045  C24 1.360, H30 1.013, H31 0.997
28 H -4.0537 0.1395 -3.6225  N26 1.013
29 H -2.6937 -0.5486 -4.3779  N26 1.003
30 H -1.6356 -2.2838 -2.8547  N27 1.013
31 H -1.5924 -1.7061 -1.3014  N27 0.997
32 C -0.8862 -4.2014 1.3150  O33 1.195, N34 1.378, N35 1.392
33 O -1.2006 -3.0941 1.6354  C32 1.195
34 N -1.1441 -5.2232 2.2027  C32 1.378, H36 0.998, H37 0.990
35 N -0.1843 -4.4718 0.1443  C32 1.392, H38 1.014, H39 1.002
36 H -0.5255 -6.0026 2.2850  N34 0.998
37 H -1.5658 -4.8240 3.0048  N34 0.990
38 H -0.1562 -3.6947 -0.5064  N35 1.014
39 H -0.3892 -5.3746 -0.2394  N35 1.002
40 C 1.0899 -0.7453 -2.1563  O41 1.226, N42 1.321, N43 1.301
41 O 0.4978 -1.7098 -1.6856  C40 1.226
42 N 0.5344 0.4503 -2.2334  C40 1.321, H44 0.984, H45 1.019
43 N 2.2851 -0.9148 -2.6408  C40 1.301, H46 1.027, H47 1.010
44 H -0.3280 0.4759 -1.7594  N42 0.984
45 H 1.0631 1.3105 -2.0954  N42 1.019
46 H 2.6103 -1.8366 -2.3246  N43 1.027
47 H 2.9379 -0.1447 -2.6669  N43 1.010
48 C 3.0213 -1.4001 2.7270  O49 1.190, N50 1.369, N51 1.396
49 O 2.2352 -0.9108 1.9791  C48 1.190
50 N 3.5170 -2.6286 2.3813  C48 1.369, H52 1.020, H53 1.034
51 N 3.6015 -0.7832 3.8366  C48 1.396, H54 1.002, H55 0.991
52 H 3.3518 -2.9908 1.4420  N50 1.020
53 H 4.0466 -3.3369 2.9179  N50 1.034
54 H 4.4949 -1.0971 4.1635  N51 1.002
55 H 3.3792 0.1533 4.0729  N51 0.991
56 C -1.0439 1.0537 0.6472  O57 1.198, N58 1.304, N59 1.309
57 O -1.7889 1.9041 0.2516  C56 1.198
58 N -1.4227 -0.1939 0.6513  C56 1.304, H60 1.039, H61 1.029
59 N 0.0606 1.3652 1.2776  C56 1.309, H62 1.006, H63 0.995
60 H -2.3794 -0.3568 0.2815  N58 1.039
61 H -0.9945 -1.0308 1.0695  N58 1.029
62 H 0.6423 0.5856 1.5354  N59 1.006
63 H 0.2262 2.3234 1.4875  N59 0.995

Summary:
HOMO energy: -9.566 eV
SMILES: NC(N)=O.NC(N)=O.NC(N)=O.NC(N)=O.NC(N)=O.NC(N)=O.O.O.O.O.O
Relative energy (zero: lowest compared OMol25 entry of this formula, charge and spin): 17.9 kcal per mole
Lowest unoccupied orbital energy: 0.015 eV
F_max: 5.10 eV/Å
Gap between HOMO and LUMO: 9.581 eV

---

[3]
Computed, not measured: 10 unconnected molecules or ions with the total composition C6H34NO10, with ωB97M-V/def2-TZVPD.

Last columns: bonded neighbours and bond lengths (Å).
Geometry (Å):
1 C -1.2767 -0.7941 -1.4017  O2 1.431, C3 1.535, H9 1.091, H10 1.091
2 O -1.1033 -0.0876 -2.6344  C1 1.431, H11 0.970
3 C -0.1794 -0.2742 -0.4623  C1 1.535, C4 1.512, N8 1.488, H12 1.081
4 C -0.0366 -1.0648 0.8188  C3 1.512, C5 1.540, H13 1.093, H14 1.089
5 C -1.2880 -0.7297 1.6514  C4 1.540, C6 1.549, H15 1.095, H16 1.082
6 C -1.1555 0.5462 2.5198  C5 1.549, C7 1.538, H17 1.092, H18 1.091
7 C -0.8391 0.2006 3.9851  C6 1.538, H19 1.088, H20 1.084, H21 1.092
8 N 1.0897 -0.4201 -1.2250  C3 1.488, H22 1.039, H23 1.032, H24 1.022
9 H -1.2423 -1.8507 -1.6694  C1 1.091
10 H -2.3236 -0.6229 -1.1481  C1 1.091
11 H -1.6345 0.7206 -2.7019  O2 0.970
12 H -0.3901 0.7658 -0.2537  C3 1.081
13 H 0.9053 -0.8823 1.3420  C4 1.093
14 H 0.0133 -2.1304 0.6022  C4 1.089
15 H -1.4280 -1.5755 2.3319  C5 1.095
16 H -2.2486 -0.6719 1.1571  C5 1.082
17 H -0.3291 1.1294 2.1095  C6 1.092
18 H -2.0497 1.1701 2.4846  C6 1.091
19 H -0.7799 1.0968 4.5993  C7 1.088
20 H -1.5878 -0.5118 4.3135  C7 1.084
21 H 0.1567 -0.2486 3.9867  C7 1.092
22 H 1.9451 0.1126 -0.9701  N8 1.039
23 H 1.3769 -1.4054 -1.1204  N8 1.032
24 H 0.9930 -0.0975 -2.1897  N8 1.022
25 H 4.6010 -0.7927 -0.7004  O27 0.963
26 H 3.7354 0.1183 0.2104  O27 0.988
27 O 3.7351 -0.3743 -0.6459  H25 0.963, H26 0.988
28 H 4.2756 1.7884 1.0468  O30 0.969
29 H 2.9520 1.8196 1.6727  O30 0.976
30 O 3.6796 1.1873 1.5190  H28 0.969, H29 0.976
31 H -3.6487 1.3124 0.5026  O33 0.967
32 H -4.3009 2.1813 -0.4813  O33 0.969
33 O -3.4256 2.0437 -0.0900  H31 0.967, H32 0.969
34 H 2.2517 -3.3044 -1.4981  O36 0.968
35 H 2.2378 -3.0991 -3.0567  O36 0.961
36 O 1.7447 -2.9542 -2.2448  H34 0.968, H35 0.961
37 H 3.2105 -2.5610 0.7570  O39 0.966
38 H 2.4243 -3.6771 1.4058  O39 0.965
39 O 2.5111 -3.2003 0.5715  H37 0.966, H38 0.965
40 H 0.4058 2.7564 0.9228  O42 0.972
41 H 1.8040 3.3223 0.5704  O42 0.962
42 O 1.3123 2.5032 0.6803  H40 0.972, H41 0.962
43 H -3.0082 2.2579 -2.4661  O45 0.973
44 H -2.2957 3.1043 -3.3761  O45 0.969
45 O -2.6769 2.2131 -3.3798  H43 0.973, H44 0.969
46 H -1.4549 -3.1439 0.4552  O48 0.954
47 H -2.1765 -4.2039 -0.4785  O48 0.959
48 O -2.2545 -3.6384 0.2926  H46 0.954, H47 0.959
49 H -0.8634 4.5724 -0.3519  O51 0.960
50 H -1.4391 4.6582 1.1070  O51 0.961
51 O -0.9126 4.1318 0.4991  H49 0.960, H50 0.961

Summary:
HOMO energy: -13.400 eV
Relative energy (zero: lowest compared OMol25 entry of this formula, charge and spin): 27.4 kcal per mole
Lowest unoccupied orbital energy: -2.539 eV
F_max: 1.92 eV/Å
Gap between HOMO and LUMO: 10.860 eV
Total charge: +1

---

[4]
Computed, not measured: 13 unconnected molecules or ions with the total composition C6H34O13, with ωB97M-V/def2-TZVPD.

Last columns: bonded neighbours and bond lengths (Å).
Geometry (Å):
1 C -2.6296 -0.6624 0.2872  C2 1.459, H8 1.104, H9 1.125, H10 1.167
2 C -1.2243 -1.0320 0.4164  C1 1.459, C3 1.346, H11 1.127
3 C -0.1961 -0.2196 0.7221  C2 1.346, C4 1.549, H12 1.095
4 C 1.2688 -0.7112 0.8225  C3 1.549, C5 1.332, H13 1.062
5 C 2.1562 0.1216 0.2809  C4 1.332, O6 1.368, C7 1.488
6 O 1.7318 1.2575 -0.3518  C5 1.368, H14 1.007
7 C 3.6430 0.0839 0.3134  C5 1.488, H15 1.128, H16 1.094, H17 1.082
8 H -3.0901 0.2677 0.6623  C1 1.104
9 H -2.9235 -0.7475 -0.7952  C1 1.125
10 H -3.4160 -1.3728 0.7760  C1 1.167
11 H -1.0284 -2.1306 0.2579  C2 1.127
12 H -0.4796 0.8267 0.8752  C3 1.095
13 H 1.4766 -1.5543 1.4339  C4 1.062
14 H 1.0030 1.1509 -1.0383  O6 1.007
15 H 3.9709 1.1599 0.3913  C7 1.128
16 H 3.9561 -0.5164 -0.5453  C7 1.094
17 H 4.0843 -0.2428 1.2463  C7 1.082
18 H 0.0577 2.4020 -4.6190  O20 0.985
19 H -0.5997 1.0106 -4.5200  O20 0.950
20 O -0.7815 1.9093 -4.7700  H18 0.985, H19 0.950
21 H -2.5011 0.5304 3.1905  O23 0.979
22 H -3.3438 1.5554 3.5612  O23 1.014
23 O -3.4763 0.6181 3.1986  H21 0.979, H22 1.014
24 H -2.4237 2.2896 -2.8756  O26 0.984
25 H -1.9045 1.6022 -1.5738  O26 0.943
26 O -2.6838 1.7867 -2.0707  H24 0.984, H25 0.943
27 H 0.7203 0.0090 -3.2489  O29 0.970
28 H -0.2820 -0.1858 -2.1452  O29 0.958
29 O 0.0989 0.5028 -2.6910  H27 0.970, H28 0.958
30 H 0.5187 -4.2522 -0.7200  O32 0.980
31 H 0.5257 -2.9252 0.0443  O32 0.942
32 O 0.0490 -3.3985 -0.6157  H30 0.980, H31 0.942
33 H 1.6818 -2.9685 3.9193  O35 0.945
34 H 2.7154 -3.1621 2.5240  O35 0.972
35 O 1.9291 -3.3140 3.0756  H33 0.945, H34 0.972
36 H -3.1238 -3.8331 1.4295  O38 0.957
37 H -1.8787 -3.8355 0.6053  O38 1.016
38 O -2.7709 -4.3148 0.6822  H36 0.957, H37 1.016
39 H 0.4384 0.3489 3.0703  O41 0.949
40 H 0.5795 1.7834 2.7729  O41 1.012
41 O 0.7504 1.1241 3.5208  H39 0.949, H40 1.012
42 H -1.1302 3.7770 3.0626  O44 0.946
43 H -2.5024 3.5048 2.3386  O44 0.938
44 O -1.6789 3.1506 2.6138  H42 0.946, H43 0.938
45 H 1.0093 2.9644 0.2239  O47 0.983
46 H 2.0564 3.8640 0.9998  O47 0.963
47 O 1.1963 3.8664 0.5674  H45 0.983, H46 0.963
48 H 2.5862 1.3168 -2.3993  O50 0.960
49 H 2.6292 2.2388 -3.4758  O50 0.940
50 O 2.3923 1.3391 -3.3393  H48 0.960, H49 0.940
51 H -0.1729 -2.6240 -3.3134  O53 0.956
52 H 0.6227 -2.3330 -1.9509  O53 0.956
53 O 0.3933 -2.0260 -2.8272  H51 0.956, H52 0.956

Summary:
HOMO energy (spin up / spin down): 0.122 / -6.074 eV
Multiplicity: 2
Relative energy (zero: lowest compared OMol25 entry of this formula, charge and spin): 31.2 kcal per mole
Lowest unoccupied orbital energy (spin up / spin down): 2.227 / 2.162 eV
F_max: 3.99 eV/Å
Gap between HOMO and LUMO (spin up / spin down): 2.105 / 8.236 eV
Total charge: -1